(1)
# C9H11BrN2O2

C9H11BrN2O2 in the gas phase at a distorted geometry (the ωB97M-V functional and the def2-TZVPD basis, OMol25).

```
! RIJCOSX wB97M-V def2-TZVPD def2/J DEFGRID3
* xyz 0 1
Br 2.898 1.411 -1.962
O -0.909 1.842 -1.566
O 0.383 1.097 -3.119
N 0.171 1.441 -1.978
N 2.287 -0.935 0.003
C -2.664 -1.102 1.386
C 1.134 2.046 0.201
C 1.271 1.154 -0.949
C -2.588 -0.895 0.017
C 1.077 -0.568 -0.547
C -1.387 -0.917 -0.612
C -1.515 -1.169 2.142
C -0.192 -0.806 0.162
C -0.253 -0.885 1.556
H 2.299 -1.318 0.995
H 3.013 -1.324 -0.580
H -1.251 -0.851 -1.812
H -3.476 -0.779 -0.560
H 2.057 2.042 0.813
H 0.651 -1.048 2.122
H 0.952 -0.885 -1.529
H 1.070 3.088 0.050
H -3.654 -1.442 1.765
H 0.290 1.862 0.830
H -1.667 -1.059 3.173
*
```

As for the HOMO energy: -9.180 eV. As for the SMILES: C[C@@](Br)([C@@H](N)c1ccccc1)[N+](=O)[O-]. Its energy is -3183.40600 a.u. The calculation puts the relative energy (zero: lowest compared OMol25 entry of this formula, charge and spin) at 1.485 eV.

(2)
# C9H11BrN3NiO3

A molecular structure, C9H11BrN3NiO3 at a distorted geometry (the ωB97M-V functional and the def2-TZVPD basis, OMol25).

```
! RIJCOSX wB97M-V def2-TZVPD def2/J DEFGRID3
* xyz 1 3
Br 2.803 -0.407 -1.526
Ni 0.862 0.391 -0.410
O 0.383 -4.754 -3.341
O 1.787 0.638 2.601
O -1.505 1.793 -1.247
N 0.333 -1.376 -1.012
N -0.646 1.591 -0.363
N 0.933 0.929 1.557
C -1.900 3.222 0.874
C -0.772 -2.166 -1.053
C 1.390 -1.744 -1.693
C 0.166 1.959 1.835
C 0.394 2.776 3.049
C -0.820 -3.293 -1.803
C 0.318 -3.654 -2.533
C -0.795 2.262 0.781
C 1.464 -2.871 -2.487
H -1.500 4.235 0.752
H 1.460 2.670 3.338
H -1.608 -1.858 -0.425
H -2.604 2.976 0.051
H -0.319 -5.402 -3.146
H 2.363 -3.122 -3.059
H -1.773 -3.864 -1.871
H 2.017 -0.296 2.455
H -2.353 3.146 1.877
H -0.197 2.388 3.911
H 0.120 3.829 2.889
*
```

Its expectation value of S² is 2.02. As for the HOMO energy (spin up / spin down): -11.042 / -10.910 eV. Its energy is -4821.50881 a.u. The calculation puts the relative energy (zero: lowest compared OMol25 entry of this formula, charge and spin) at 0.000 eV.

(3)
# C9H11BrNO

A gas-phase ion, C9H11BrNO (charge +1) at a distorted geometry (the ωB97M-V functional and the def2-TZVPD basis, OMol25).

```
! RIJCOSX wB97M-V def2-TZVPD def2/J DEFGRID3
* xyz 1 1
Br 2.966 0.749 -0.407
O 0.315 -2.642 0.385
N 1.575 -0.785 1.758
C -1.662 1.004 -1.303
C -0.606 0.194 -0.920
C -0.163 -1.108 -1.510
C -1.417 2.387 0.648
C -2.123 2.039 -0.503
C 1.294 -0.306 0.363
C 0.148 0.609 0.150
C 0.868 -1.634 -0.483
C -0.221 1.750 0.856
H -2.186 0.794 -2.200
H -0.575 -2.916 0.154
H 2.090 -1.669 1.578
H -1.852 3.169 1.259
H -0.856 -1.837 -1.668
H 2.047 -0.207 2.396
H -3.017 2.532 -0.728
H 0.410 -0.978 -2.547
H 0.661 -1.177 2.126
H 1.746 -2.026 -1.036
H 0.558 2.057 1.633
*
```

As for the HOMO energy: -13.000 eV. As for the SMILES: [NH3+][C@]1(Br)c2ccccc2C[C@@H]1O. Its energy is -3053.28275 a.u. The calculation puts the relative energy (zero: lowest compared OMol25 entry of this formula, charge and spin) at 0.101 eV.

(4)
# C9H11Cl9O6

5 unconnected molecules or ions with the total composition C9H11Cl9O6 at a distorted geometry (the ωB97M-V functional and the def2-TZVPD basis, OMol25).

```
! RIJCOSX wB97M-V def2-TZVPD def2/J DEFGRID3
* xyz 0 1
Cl 6.560 1.893 1.995
Cl 8.375 1.395 -0.230
Cl -2.919 -1.046 4.719
Cl 1.775 3.075 -3.074
Cl 7.488 4.088 0.258
Cl 2.295 4.108 -0.412
Cl -1.220 -1.059 7.027
Cl 3.080 5.656 -2.812
Cl -4.138 -1.318 7.297
O 0.970 -2.878 1.461
O 2.073 -1.829 3.077
O -2.336 -0.531 -3.293
O -3.924 -0.585 -4.977
O 0.587 -3.505 3.663
O -4.571 -0.607 -2.873
C -5.287 -0.923 -4.971
C -3.522 -0.569 -3.721
C 1.431 -1.692 0.936
C -2.682 -1.657 6.336
C 2.573 -1.272 1.849
C 1.185 -2.853 2.842
C -5.750 -0.760 -3.573
C 1.862 4.521 -2.133
C 7.011 2.326 0.331
H 0.601 -1.013 0.738
H -6.347 -1.648 -3.364
H -6.298 0.169 -3.421
H 0.915 5.059 -2.174
H -5.365 -1.957 -5.308
H 1.795 -1.954 -0.057
H 3.566 -1.515 1.473
H -2.651 -2.744 6.266
H 6.081 2.066 -0.175
H -5.816 -0.254 -5.649
H 2.606 -0.187 1.947
*
```

As for the HOMO energy: -10.847 eV. As for the SMILES: ClC(Cl)Cl.ClC(Cl)Cl.ClC(Cl)Cl.O=C1OCCO1.O=C1OCCO1. Its energy is -4942.65941 a.u. The calculation puts the relative energy (zero: lowest compared OMol25 entry of this formula, charge and spin) at 0.245 eV.

(5)
# C9H11ClN2O2PbS

A molecular structure, C9H11ClN2O2PbS at a distorted geometry (the ωB97M-V functional and the def2-TZVPD basis, OMol25).

```
! RIJCOSX wB97M-V def2-TZVPD def2/J DEFGRID3
* xyz 2 1
Pb 0.211 0.962 -0.308
Cl 0.142 3.361 -1.109
S 0.553 -0.936 2.147
O 3.970 1.007 0.670
O -2.182 2.126 2.452
N 0.706 0.814 4.196
N -0.850 -0.832 4.400
C -2.001 -0.875 -2.034
C -1.627 1.774 1.519
C 1.159 0.202 -3.761
C -1.270 0.059 -2.818
C -1.142 -1.986 -1.762
C 0.103 -1.748 -2.396
C 2.904 0.986 0.267
C 0.053 -0.467 -3.031
C 0.123 -0.278 3.652
H 1.567 1.146 3.788
H 1.170 -0.109 -4.818
H -1.224 -1.717 4.086
H -3.048 -0.794 -1.733
H 1.049 1.297 -3.736
H -1.645 0.988 -3.251
H 0.952 -2.431 -2.446
H 2.135 -0.073 -3.335
H -1.427 -2.878 -1.204
H -0.957 -0.594 5.379
H 0.578 0.998 5.187
*
```

As for the HOMO energy (spin up / spin down): -15.459 / -15.378 eV. Its energy is -1660.11525 a.u.

(6)
# C9H11F6MnN2O4S2SbSe5

A molecular structure, C9H11F6MnN2O4S2SbSe5 at a distorted geometry (the ωB97M-V functional and the def2-TZVPD basis, OMol25).

```
! RIJCOSX wB97M-V def2-TZVPD def2/J DEFGRID3
* xyz 1 1
Sb -2.173 -1.505 2.793
Se -0.590 0.312 0.571
Se -3.158 -3.306 1.618
Se 1.623 -0.620 5.284
Se -0.029 -1.059 3.559
Se -3.888 0.093 2.731
Mn 1.911 -0.942 3.371
S 4.041 -0.838 3.544
S 3.739 -0.481 5.561
F 1.400 -0.729 -3.520
F 0.541 1.016 -2.589
F 2.346 -2.325 0.209
F 1.610 -2.841 -1.762
F -0.460 -0.889 -2.420
F 0.230 -2.339 -0.174
O 5.447 -0.797 3.339
O 3.250 -2.119 3.291
O 3.167 0.218 2.859
O 1.071 0.328 -0.128
N -1.817 2.377 -1.161
N -2.877 0.495 -1.197
C 0.754 -0.306 -2.445
C 1.415 -2.038 -0.716
C -1.773 1.109 -0.758
C -3.628 1.400 -1.909
C -2.960 2.573 -1.899
C 1.545 -0.555 -1.135
C -3.289 -0.883 -0.916
C 3.008 -0.236 -1.384
C -0.831 3.409 -0.834
H 3.101 0.715 -1.903
H 3.465 -1.025 -1.977
H -1.337 4.363 -0.718
H -4.190 -0.891 -0.307
H -0.076 3.489 -1.612
H -2.497 -1.416 -0.399
H 3.537 -0.155 -0.438
H -0.355 3.145 0.107
H -3.499 -1.417 -1.843
H -3.189 3.517 -2.363
H -4.588 1.156 -2.331
*
```

As for the HOMO energy (spin up / spin down): -10.891 / -10.891 eV. Its energy is -15553.54872 a.u. The calculation puts the relative energy (zero: lowest compared OMol25 entry of this formula, charge and spin) at 0.000 eV.

(7)
# C9H11FNO2

A gas-phase ion, C9H11FNO2 (charge +1) at a distorted geometry (the ωB97M-V functional and the def2-TZVPD basis, OMol25).

```
! RIJCOSX wB97M-V def2-TZVPD def2/J DEFGRID3
* xyz 1 1
F 2.548 1.184 1.087
O 2.288 -0.611 -1.332
O 1.323 -2.023 0.454
N -0.632 -1.876 1.611
C 1.311 1.692 0.743
C -0.908 0.658 1.233
C -2.188 0.815 -0.823
C -2.032 0.970 0.567
C 1.104 -0.203 -1.827
C 0.243 0.239 0.473
C 0.126 0.230 -1.005
C -1.186 0.435 -1.600
C 0.320 -1.353 0.854
H 2.865 -1.190 -1.846
H 1.973 -1.480 -0.147
H 0.881 2.047 1.615
H -0.870 0.588 2.359
H 1.064 -0.234 -2.908
H -3.260 0.950 -1.221
H -0.493 -2.851 1.787
H 1.375 2.248 -0.203
H -1.615 -1.612 1.475
H -2.827 1.152 1.228
H -1.411 0.225 -2.576
*
```

As for the HOMO energy: -11.687 eV. As for the SMILES: [NH2+]=C(O)[C@]1(CF)C=CC=C/C1=C/O. Its energy is -654.28047 a.u. The calculation puts the relative energy (zero: lowest compared OMol25 entry of this formula, charge and spin) at 0.000 eV.

(8)
# C9H11I2O7PtS2Se3Te

A molecular structure, C9H11I2O7PtS2Se3Te (the ωB97M-V functional and the def2-TZVPD basis, OMol25).

```
! RIJCOSX wB97M-V def2-TZVPD def2/J DEFGRID3
* xyz -1 5
Pt -1.628 -0.652 -0.211
I -2.393 0.357 2.108
I -3.008 -2.105 3.145
Te -3.881 -1.849 -1.568
Se -2.575 -4.681 -2.856
Se -1.049 -1.492 -2.411
Se -0.804 -3.778 -1.866
S -1.674 1.973 -1.895
S -0.726 3.192 1.342
O -0.835 4.576 0.983
O -0.808 -2.272 0.570
O -2.047 2.493 1.224
O -2.508 1.077 -0.994
O -0.078 2.890 2.597
O -2.191 3.307 -1.896
O -1.519 1.310 -3.177
C 2.656 1.901 -0.378
C 0.790 -3.409 1.876
C 2.306 1.476 -1.647
C -0.017 1.983 -1.180
C 0.324 -2.046 1.384
C 1.433 -1.313 0.639
C 1.674 2.363 0.483
C 0.977 1.514 -2.036
C 0.339 2.426 0.100
H 3.056 1.104 -2.333
H 1.112 -0.317 0.326
H 0.040 -1.441 2.260
H 1.714 -1.875 -0.258
H 2.316 -1.196 1.272
H 1.106 -4.022 1.028
H -0.026 -3.919 2.388
H 3.687 1.867 -0.049
H 1.924 2.687 1.483
H 0.682 1.175 -3.018
H 1.631 -3.307 2.565
*
```

Its expectation value of S² is 6.02. As for the HOMO energy (spin up / spin down): -5.348 / -6.297 eV. Its energy is -9859.70097 a.u. The calculation puts the relative energy (zero: lowest compared OMol25 entry of this formula, charge and spin) at 0.882 eV.

(9)
# C9H11MoN2O7

A molecular structure, C9H11MoN2O7 at a distorted geometry (the ωB97M-V functional and the def2-TZVPD basis, OMol25).

```
! RIJCOSX wB97M-V def2-TZVPD def2/J DEFGRID3
* xyz 3 1
Mo 0.596 -0.006 -1.210
O 2.335 -0.007 -1.493
O 0.572 -0.001 0.847
O -0.442 1.416 -1.133
O -2.796 -1.997 -0.706
O -2.793 1.993 -0.713
O -0.445 -1.426 -1.131
O 4.339 -0.005 -2.890
N 2.204 0.004 -3.853
N 0.846 0.005 -3.479
C 3.204 -0.002 -2.970
C -0.166 1.126 1.582
C -1.602 -0.796 1.128
C -0.167 -1.127 1.585
C -1.961 -1.476 -0.156
C 0.078 0.776 3.029
C 0.077 -0.773 3.031
C -1.601 0.795 1.126
C -1.959 1.471 -0.160
H 1.034 1.179 3.353
H 0.399 0.834 -3.886
H 0.235 -2.079 1.248
H 0.236 2.077 1.242
H 2.442 0.008 -4.844
H -0.698 -1.206 3.665
H -2.350 1.169 1.831
H -0.697 1.212 3.662
H 1.034 -1.176 3.356
H 0.396 -0.819 -3.894
H -2.351 -1.167 1.835
*
```

As for the HOMO energy: -22.709 eV. Its energy is -1052.72552 a.u. The calculation puts the relative energy (zero: lowest compared OMol25 entry of this formula, charge and spin) at 0.000 eV.